DFT (ωB97M-V/def2-TZVPD) results for a structure of composition C52H35Cl2CrF5O3P2S3SbSe at a distorted geometry.

Properties
* total energy: -9211.57390 Eh
* HOMO (alpha / beta): -0.4 / -2.1 eV
* 2S+1: 6
* Kohn-Sham gap (alpha / beta): 0.152 / 0.212 Ha
* LUMO (alpha / beta): 3.70 / 3.70 eV
* energy above the lowest of the compared OMol25 structures with the same formula, charge and spin: 34.61 kcal per mole
* charge: -2

The geometry in XYZ format:
```
105
Properties=species:S:1:pos:R:3:forces:R:3:lowdin_charge:R:1
Cr 1.06861 0.61226 1.06969 1.0235 0.7383 1.2276 -0.120
Cl 2.20811 1.94841 8.28756 0.0261 0.0805 0.2234 0.578
C 1.98688 1.33327 6.66394 -0.0515 -0.1115 -0.1575 -0.701
C 1.87949 -0.03921 6.48075 0.0349 0.0525 0.1668 -0.179
C 1.70527 -0.51700 5.18544 -0.0965 0.3611 -0.3950 -0.570
Cl 1.56929 -2.23797 4.96524 0.0301 -0.2179 0.0350 0.707
C 1.61934 0.31227 4.05075 0.0522 -0.0639 0.4597 -0.361
O 1.45230 -0.18849 2.86653 -0.3788 -0.1739 -0.4905 -0.257
C 1.72728 1.73028 4.29349 -0.0938 -0.0314 -0.2134 -0.146
C 1.61356 2.66411 3.25618 0.0166 0.0922 0.3697 -0.297
O 1.34207 2.42954 2.00419 0.0145 -0.1682 -0.6746 -0.476
C 1.91737 2.20907 5.61203 0.0395 -0.0544 -0.0475 -0.087
H 1.93681 -0.72110 7.31616 -0.0030 -0.0126 -0.0088 0.082
H 1.76405 3.71352 3.51421 0.0054 -0.0656 -0.0121 0.097
H 2.01136 3.27606 5.76674 0.0004 0.0065 0.0428 0.107
S 4.47644 3.65133 2.27708 0.0032 0.0917 -0.2992 -0.278
Sb 3.26604 3.14355 0.41950 -0.0541 -0.4834 0.6272 0.591
S 3.28911 0.68639 0.38071 0.8409 0.2783 -0.0089 0.081
S 0.57924 2.05705 -0.71109 -0.0511 0.2210 0.0086 0.277
C -3.88512 -1.18735 -3.53434 -0.0019 0.0308 0.0292 -0.008
C -3.47629 0.29608 -3.42659 -0.0190 -0.1428 -0.0239 -0.421
C -4.38212 1.13881 -4.33416 0.0882 -0.0349 0.0641 -0.046
C -3.61267 0.73930 -1.97676 0.1663 0.0178 -0.0267 -0.086
C -4.81151 1.19840 -1.44979 -0.0354 0.0429 0.0260 -0.034
C -4.91934 1.57587 -0.12293 -0.1560 0.0272 0.0353 -0.084
C -3.83338 1.43802 0.72306 0.1660 0.0287 -0.1470 -0.108
C -2.62231 0.93882 0.25346 0.2676 -0.1753 -0.2111 -0.226
P -1.30004 0.52508 1.47592 -1.1005 -0.1978 0.2725 1.043
C -1.97899 -1.04764 2.15809 0.0805 -0.0955 -0.0241 -0.323
C -3.33679 -1.36430 2.19273 0.1534 0.0431 0.0411 -0.072
C -3.75721 -2.57703 2.71802 -0.1427 -0.0144 0.0176 -0.097
C -2.83433 -3.49763 3.19143 0.0266 -0.0749 -0.0306 -0.096
C -1.48267 -3.19424 3.15694 -0.0713 0.0280 0.0223 -0.078
C -1.06028 -1.97272 2.65364 -0.0053 0.0672 0.1371 -0.126
C -1.64112 1.71295 2.80976 0.1817 0.1745 0.0819 -0.349
C -1.54700 3.07122 2.49525 -0.0958 -0.1036 0.0411 -0.103
C -1.54321 4.01652 3.50506 -0.0301 0.0495 -0.0292 -0.084
C -1.61585 3.61722 4.83409 -0.0252 -0.0064 0.0530 -0.095
C -1.69860 2.27126 5.15149 -0.0496 0.0232 0.0888 -0.083
C -1.70856 1.31823 4.14376 -0.0697 -0.0089 -0.1966 -0.065
C -2.51593 0.63064 -1.11965 -0.2641 0.3568 0.3235 -0.194
O -1.31080 0.24074 -1.57803 -0.1695 -0.4336 -0.2339 -0.149
C -1.00405 0.35811 -2.90337 0.2702 0.1693 -0.2273 -0.202
C 0.35496 0.43788 -3.25789 0.0679 -0.0026 0.0586 -0.281
C 0.66178 0.50995 -4.61506 -0.2097 -0.1018 0.1366 -0.111
C -0.32893 0.50927 -5.57992 0.0576 0.0037 -0.1222 -0.079
C -1.65794 0.46477 -5.19792 0.0051 -0.0042 -0.0510 -0.041
C -2.01864 0.40632 -3.85816 -0.0694 0.0149 0.0790 -0.093
P 1.77414 0.54213 -2.02499 -0.2415 0.1965 -0.8642 0.663
C 2.73028 1.87915 -2.87778 -0.0536 0.1445 0.0063 -0.402
C 2.02611 2.98353 -3.37120 0.1309 -0.0451 0.0573 -0.146
C 2.68245 4.04996 -3.95905 -0.0379 -0.0190 -0.0466 -0.092
C 4.06717 4.04351 -4.06904 -0.0184 0.0508 -0.0044 -0.113
C 4.77796 2.96674 -3.57000 0.1108 -0.0020 -0.0027 -0.100
C 4.11845 1.89638 -2.97687 -0.1145 -0.0673 -0.0439 -0.111
C 2.72341 -0.98344 -2.66772 -0.1298 -0.1051 0.1071 -0.332
C 2.06231 -1.97787 -3.39939 0.0934 0.0616 0.0018 -0.117
C 2.68826 -3.16813 -3.73316 -0.0385 -0.0712 -0.0494 -0.101
C 3.99426 -3.41527 -3.33544 0.0406 -0.0045 -0.0163 -0.118
C 4.65018 -2.46335 -2.57265 0.0194 -0.0035 -0.0294 -0.095
C 4.01479 -1.27833 -2.22445 -0.0102 0.0223 -0.0414 -0.137
H -4.91057 -1.33221 -3.18542 -0.0093 0.0076 0.0007 0.085
H -3.22237 -1.81135 -2.93289 -0.0103 0.0034 0.0261 0.098
H -3.81198 -1.51563 -4.57368 -0.0066 -0.0241 -0.0076 0.084
H -5.43036 1.01211 -4.06572 -0.0099 -0.0109 -0.0162 0.068
H -4.28021 0.83529 -5.37439 -0.0353 -0.0049 -0.0107 0.066
H -4.12300 2.19501 -4.25125 -0.0262 0.0181 -0.0284 0.101
H -5.68761 1.26609 -2.08039 0.0112 0.0437 -0.0344 0.099
H -5.85813 1.96044 0.25628 -0.0008 -0.0076 0.0059 0.097
H -3.91332 1.72142 1.76476 -0.0345 -0.0188 -0.0090 0.108
H -4.06908 -0.66890 1.80884 -0.0415 -0.0400 0.0012 0.087
H -4.81618 -2.80460 2.76137 -0.0032 -0.0008 -0.0536 0.092
H -3.16790 -4.45200 3.58155 -0.0159 0.0049 0.0122 0.094
H -0.75187 -3.90239 3.52723 0.0345 0.0289 0.0228 0.096
H -0.00942 -1.71529 2.67817 0.0272 -0.0132 -0.0503 0.046
H -1.44637 3.36440 1.45580 0.0517 0.0629 0.0255 0.106
H -1.45280 5.06791 3.26030 -0.0002 -0.0034 -0.0165 0.101
H -1.59292 4.35697 5.62522 0.0232 0.0055 -0.0028 0.096
H -1.73189 1.95704 6.18728 0.0231 -0.0031 0.0000 0.104
H -1.75626 0.26410 4.38828 0.0501 0.0088 0.0514 0.109
H 1.70403 0.55039 -4.90391 0.0012 0.0368 -0.0502 0.115
H -0.06679 0.54665 -6.63073 -0.0053 0.0042 0.0036 0.096
H -2.42055 0.45203 -5.96517 -0.0160 0.0423 0.0061 0.097
H 0.95048 3.00526 -3.26823 -0.0368 0.0388 -0.0096 0.081
H 2.10736 4.89119 -4.32802 0.0138 0.0090 0.0009 0.095
H 4.58116 4.87881 -4.52972 0.0256 -0.0019 0.0232 0.089
H 5.86010 2.95578 -3.62602 -0.0014 0.0016 -0.0015 0.096
H 4.70191 1.07549 -2.59033 -0.0049 0.0233 0.0087 0.079
H 1.03775 -1.83039 -3.71044 0.0003 -0.0403 0.0265 0.094
H 2.14596 -3.91255 -4.30597 -0.0144 0.0071 0.0161 0.093
H 4.48691 -4.34279 -3.60308 -0.0127 -0.0050 0.0104 0.087
H 5.66516 -2.64074 -2.23590 -0.0257 -0.0118 0.0570 0.096
H 4.52580 -0.59915 -1.56049 -0.0023 0.0597 0.0570 0.033
F 1.32886 -7.17784 1.56120 0.0228 -0.0770 0.0478 0.093
C 1.17220 -5.90237 1.17329 -0.0320 0.1652 -0.1119 -0.151
C 1.93074 -4.89527 1.74629 -0.0437 -0.1961 0.0950 -0.150
F 2.81357 -5.21380 2.70295 0.0736 0.0110 0.0117 0.101
C 1.76114 -3.58756 1.33805 -0.3346 0.3785 -0.3264 -0.254
F 2.49480 -2.63197 1.88966 0.2368 -0.1703 0.0915 0.087
C 0.82674 -3.23257 0.36195 0.2369 -0.3295 0.2275 -0.412
Se 0.53111 -1.46950 -0.24628 -0.3253 -0.5651 -0.3759 0.897
C 0.09268 -4.27755 -0.20675 0.1581 0.6049 0.1631 -0.256
F -0.81872 -3.99755 -1.14822 -0.0769 -0.2500 -0.0507 0.064
C 0.25265 -5.58772 0.18730 0.0400 -0.1173 0.1117 -0.154
F -0.48827 -6.56763 -0.35819 -0.0299 -0.0535 -0.0589 0.091
```
Positions in Å, forces in eV/Å.